C28H31BrN2O8 | ωB97M-V with the def2-TZVPD basis set

As for the charge: 0. For the HOMO-LUMO gap, the calculation gives 7.34 eV. The energy relative to the best compared isomer or geometry (same formula, charge and spin) is 0.0 kcal per mole. Its SMILES is COC(=O)CCC(=O)O[C@]1(C)C(=O)C2=CN(CCN3CCOCC3)C(c3ccc(OC)cc3)=CC2=C(Br)C1=O.

Last column: Löwdin charge in e.
Geometry (Å):
C -8.061 -1.812 0.559  -0.052
H -8.846 -1.097 0.304  0.096
H -8.189 -2.736 0.002  0.091
H -8.097 -2.003 1.633  0.097
O -6.788 -1.299 0.192  -0.037
C -6.436 -0.137 0.757  -0.500
O -7.140 0.473 1.515  0.121
C -5.050 0.271 0.315  -0.056
C -4.752 1.729 0.681  -0.049
C -3.329 2.014 0.290  -0.457
O -2.354 1.617 0.886  0.127
O -3.238 2.693 -0.847  0.093
C -1.883 2.823 -1.301  -0.331
C -1.912 3.555 -2.644  0.046
H -2.352 4.539 -2.498  0.102
H -2.516 2.990 -3.349  0.098
H -0.900 3.662 -3.030  0.104
C -1.346 1.409 -1.514  -0.294
O -2.075 0.538 -1.954  0.098
C 0.051 1.180 -1.183  -0.051
C 0.596 -0.043 -1.461  0.037
N 1.871 -0.371 -1.183  -0.010
C 2.671 0.560 -0.546  -0.143
C 2.175 1.776 -0.202  0.033
C 0.825 2.160 -0.468  -0.181
C 0.256 3.339 -0.068  -0.537
C -1.109 3.700 -0.295  -0.437
O -1.659 4.663 0.200  0.067
Br 1.226 4.587 0.989  0.801
H 2.828 2.487 0.279  0.084
C 4.081 0.236 -0.279  -0.191
C 4.940 -0.168 -1.303  -0.032
C 6.267 -0.425 -1.044  0.013
C 6.780 -0.287 0.249  -0.272
C 5.930 0.127 1.272  -0.005
C 4.600 0.390 1.002  -0.013
H 3.950 0.712 1.801  0.124
H 6.293 0.253 2.279  0.106
O 8.095 -0.572 0.395  -0.076
C 8.688 -0.418 1.664  -0.081
H 8.619 0.616 2.015  0.098
H 9.735 -0.685 1.534  0.095
H 8.234 -1.086 2.403  0.097
H 6.939 -0.727 -1.831  0.122
H 4.569 -0.248 -2.315  0.126
C 2.201 -1.777 -1.207  -0.101
H 1.733 -2.228 -2.084  0.128
H 3.279 -1.920 -1.261  0.112
C 1.658 -2.431 0.082  -0.149
N 0.267 -2.084 0.269  -0.183
C -0.664 -3.005 -0.361  -0.152
C -2.079 -2.427 -0.265  -0.181
H -2.806 -3.124 -0.685  0.131
O -2.448 -2.231 1.080  -0.133
C -1.548 -1.348 1.712  -0.180
C -0.114 -1.875 1.656  -0.145
H 0.553 -1.134 2.102  0.127
H -0.046 -2.814 2.233  0.130
H -1.879 -1.264 2.749  0.133
H -1.589 -0.361 1.238  0.100
H -2.125 -1.475 -0.811  0.104
H -0.395 -3.143 -1.410  0.121
H -0.643 -3.990 0.138  0.132
H 1.824 -3.517 0.026  0.130
H 2.235 -2.042 0.925  0.123
H -0.007 -0.774 -1.975  0.141
H -5.423 2.402 0.149  0.135
H -4.874 1.864 1.756  0.138
H -4.957 0.109 -0.761  0.140
H -4.337 -0.396 0.808  0.128

Cartesian forces, eV/Å:
-0.31 0.04 0.19
0.04 -0.09 0.02
0.02 0.04 0.02
-0.03 -0.01 -0.09
0.25 -0.13 -0.21
0.25 0.04 -0.15
-0.10 0.08 0.11
-0.13 0.15 0.12
0.04 -0.13 -0.04
-0.29 -0.16 0.47
-0.11 0.06 0.06
0.10 0.30 -0.53
-0.19 0.17 -0.02
-0.21 -0.17 0.24
0.04 0.06 0.04
0.00 -0.06 -0.06
0.08 0.02 -0.03
-0.19 -0.21 -0.06
0.09 0.19 -0.08
0.54 -0.44 -0.09
-0.52 0.64 -0.17
0.19 0.29 -0.28
-0.18 0.62 0.19
0.29 -0.27 0.03
-0.60 0.33 0.05
0.73 0.14 0.22
-0.19 -0.04 0.02
-0.13 -0.13 -0.22
0.06 -0.12 -0.07
0.08 -0.02 -0.04
0.18 -0.10 0.15
0.07 0.09 0.15
0.14 -0.03 0.09
-0.22 0.03 -0.05
0.44 -0.05 0.06
-0.21 -0.08 -0.28
-0.08 0.03 0.08
0.07 0.00 0.09
-0.17 -0.02 -0.29
0.10 0.02 0.24
-0.01 -0.04 -0.01
-0.07 0.03 0.06
0.01 0.04 -0.03
0.08 -0.03 -0.10
-0.04 -0.04 -0.09
-0.01 -0.71 0.41
0.07 0.07 -0.01
-0.19 -0.01 -0.11
0.05 0.08 -0.25
0.07 -0.18 0.15
-0.32 0.12 0.06
0.15 -0.17 -0.31
0.06 0.04 -0.05
-0.14 -0.19 0.12
0.42 0.16 0.19
-0.35 0.04 0.12
0.00 -0.01 0.03
0.04 0.05 0.02
0.05 0.07 -0.04
0.01 -0.14 0.10
0.00 -0.11 0.00
-0.01 -0.03 -0.07
0.03 0.02 -0.08
0.02 0.02 0.08
0.01 -0.04 -0.01
0.01 -0.08 -0.01
0.00 -0.01 0.08
0.05 0.06 -0.08
0.03 -0.05 0.03
0.00 -0.04 -0.07

=====

C28H31ClF2IrN6O7S | ωB97M-V with the def2-TZVPD basis set

As for the charge: +2. For the HOMO-LUMO gap (alpha / beta), the calculation gives 8.89 / 7.01 eV. The energy relative to the best compared isomer or geometry (same formula, charge and spin) is 10.0 kcal per mole. The expectation value of S² is 0.755. Its multiplicity is 2.

Last column: Mulliken spin population.
Geometry (Å):
Ir 1.296 -0.107 -0.090  0.704
O 5.355 -4.226 0.595  0.000
C 4.375 -4.692 -0.168  0.000
O 4.316 -5.831 -0.521  0.000
C 3.304 -3.720 -0.598  0.004
C 2.257 -4.036 -1.460  0.001
Cl 1.964 -5.469 -2.284  0.001
N 1.497 -2.930 -1.657  -0.006
N 2.007 -1.905 -0.936  0.007
C 3.082 -2.377 -0.305  0.005
C 3.740 -1.409 0.608  -0.001
O 4.803 -1.573 1.141  0.016
O 3.042 -0.284 0.767  0.050
C 0.417 -2.751 -2.586  -0.003
C 0.494 -1.687 -3.473  -0.003
C -0.503 -1.507 -4.416  -0.001
C -1.577 -2.388 -4.466  0.000
C -1.644 -3.446 -3.571  0.000
C -0.642 -3.640 -2.625  -0.001
H 5.272 -3.276 0.809  0.000
H 1.366 -1.046 -3.458  0.002
H -0.429 -0.701 -5.136  0.000
H -2.350 -2.261 -5.213  0.000
H -2.469 -4.145 -3.617  0.000
H -0.690 -4.479 -1.945  0.000
N 2.903 0.833 -1.641  0.103
C 2.488 2.055 -2.356  0.006
C 1.021 1.910 -2.676  0.001
N 0.310 1.670 -1.404  0.166
H 3.768 0.969 -1.126  0.004
H 3.083 0.088 -2.309  0.000
H 3.067 2.231 -3.264  0.003
H 2.646 2.911 -1.698  0.001
H 0.858 1.042 -3.314  0.001
H 0.645 2.790 -3.200  0.005
H -0.671 1.485 -1.586  -0.022
H 0.343 2.508 -0.830  -0.003
O -3.252 0.491 5.031  0.000
C -2.551 1.648 5.437  0.000
N -1.403 1.722 4.562  0.000
C -1.035 2.849 3.911  0.000
O -1.602 3.918 3.961  0.000
C 0.167 2.684 3.013  0.000
C 1.230 3.572 3.061  -0.001
C 2.268 3.408 2.158  -0.001
C 2.203 2.385 1.233  -0.011
N 1.162 1.534 1.172  -0.009
C 0.172 1.692 2.061  -0.011
H -3.939 0.294 5.677  0.000
H -2.228 1.578 6.477  0.000
H -3.127 2.562 5.300  0.000
H -0.840 0.890 4.483  0.000
H 1.235 4.374 3.788  0.000
H 3.123 4.068 2.158  0.000
H 3.005 2.231 0.531  0.001
H -0.664 1.019 1.978  0.000
F 1.116 -0.634 2.738  0.000
C 0.722 -1.208 1.585  -0.010
F 1.255 -2.447 1.591  -0.003
H -0.364 -1.299 1.543  -0.007
C -3.058 -1.967 -0.532  0.002
S -2.073 -0.682 -1.268  0.012
O -0.704 -0.854 -0.576  -0.002
C -2.867 0.739 -0.574  0.000
C -3.441 1.649 -1.453  0.000
C -4.091 2.764 -0.935  0.000
C -4.150 2.957 0.437  0.000
C -3.575 2.034 1.311  -0.001
C -2.935 0.918 0.805  0.001
H -3.059 -1.857 0.552  0.000
H -2.625 -2.920 -0.830  0.000
H -4.068 -1.866 -0.931  0.001
H -3.383 1.491 -2.524  0.000
H -4.560 3.472 -1.605  0.000
H -4.651 3.829 0.836  0.000
H -3.651 2.179 2.382  0.000
H -2.508 0.177 1.469  0.000

Cartesian forces, eV/Å:
0.94 -0.19 0.65
-0.11 0.01 -0.09
0.05 0.09 0.09
-0.04 -0.06 -0.03
0.08 0.01 0.01
0.11 0.03 -0.24
-0.04 0.00 -0.03
-0.18 -0.12 0.27
-0.34 0.03 -0.42
0.04 0.07 -0.06
-0.03 0.19 -0.01
0.01 -0.15 -0.05
0.25 -0.01 0.30
0.12 0.12 -0.08
0.11 -0.10 -0.08
-0.04 0.00 -0.03
0.02 0.02 0.01
0.04 -0.05 0.00
-0.09 0.04 0.05
0.03 0.03 0.05
0.01 -0.02 -0.02
-0.01 -0.01 0.02
0.02 -0.01 0.01
0.01 0.00 -0.01
0.02 0.01 0.04
-0.32 0.06 -0.23
0.04 -0.03 -0.01
-0.05 0.03 0.03
-0.05 -0.21 -0.52
0.01 -0.03 0.02
0.05 -0.02 0.04
0.06 -0.04 0.01
0.00 0.02 -0.01
-0.03 0.05 -0.03
-0.02 0.04 0.03
-0.01 0.08 0.06
-0.03 -0.02 0.04
-0.06 0.07 -0.05
0.05 -0.04 -0.11
-0.06 0.03 0.04
-0.01 -0.02 -0.16
0.01 -0.01 0.11
-0.05 0.06 0.04
0.01 0.05 -0.01
-0.03 0.04 -0.02
-0.09 -0.04 0.09
0.01 0.30 0.14
-0.14 0.02 -0.29
0.00 -0.03 0.03
-0.01 -0.07 0.02
-0.01 0.05 -0.01
0.10 0.04 0.12
0.00 0.00 -0.01
0.01 -0.02 0.01
0.06 -0.07 -0.01
0.01 -0.08 0.01
0.05 0.00 0.07
-0.17 -0.17 -0.12
-0.05 -0.09 -0.07
-0.02 0.05 0.17
0.04 -0.15 0.10
0.23 0.11 -0.28
-0.46 0.05 0.28
-0.01 0.01 0.11
0.09 0.05 -0.01
-0.01 -0.02 -0.03
0.02 -0.01 0.02
-0.02 0.02 0.01
-0.07 0.00 -0.02
-0.02 0.00 -0.03
-0.03 0.06 0.01
0.02 0.00 0.00
-0.04 -0.02 0.00
0.03 0.01 0.01
-0.01 -0.02 0.00
0.04 0.00 -0.02
-0.07 -0.02 0.09

=====

C28H31ClN11O2PdS | ωB97M-V with the def2-TZVPD basis set

As for the charge: +1. For the HOMO-LUMO gap (alpha / beta), the calculation gives 7.56 / 7.56 eV.

Last column: Löwdin charge in e.
Geometry (Å):
Pd -1.783 -0.103 -0.940  0.951
C 6.933 -1.157 -1.059  -0.040
C 5.431 -1.156 -1.077  -0.257
C 4.723 -1.209 -2.271  -0.019
C 3.333 -1.196 -2.285  -0.043
C 2.648 -1.139 -1.084  -0.313
C 3.333 -1.094 0.128  -0.056
C 4.713 -1.101 0.122  -0.025
S 0.891 -1.083 -1.090  0.583
O 0.445 -2.188 -0.249  -0.344
O 0.496 -1.085 -2.478  -0.312
N 0.363 0.237 -0.345  -0.172
C 0.707 1.511 -0.881  -0.254
C 1.975 1.952 -1.160  0.009
C 2.211 3.302 -1.507  -0.045
C 1.200 4.217 -1.523  -0.025
C -0.117 3.799 -1.221  -0.142
C -1.216 4.684 -1.157  0.019
C -2.452 4.210 -0.827  -0.020
C -2.616 2.829 -0.628  -0.114
N -1.624 1.975 -0.727  0.014
C -0.357 2.440 -0.956  -0.151
H 7.344 -1.161 -2.067  0.079
H 7.316 -2.034 -0.535  0.089
H 7.316 -0.277 -0.540  0.087
H 5.264 -1.255 -3.208  0.119
H 2.783 -1.220 -3.215  0.118
H 2.785 -1.043 1.060  0.101
H 5.253 -1.063 1.061  0.121
H 2.816 1.280 -1.089  0.102
H 3.223 3.610 -1.733  0.114
H 1.388 5.258 -1.748  0.119
H -1.058 5.739 -1.344  0.129
H -3.305 4.864 -0.724  0.116
H -3.581 2.426 -0.364  0.107
Cl -6.420 2.038 -3.474  0.722
C -5.779 0.959 -2.291  -0.641
C -6.607 0.252 -1.436  -0.055
C -6.022 -0.608 -0.523  -0.018
C -4.645 -0.719 -0.479  -0.126
N -3.861 -0.008 -1.291  -0.068
C -4.410 0.805 -2.195  -0.158
H -7.680 0.370 -1.496  0.122
H -6.627 -1.190 0.157  0.120
H -4.143 -1.380 0.211  0.095
H -3.745 1.329 -2.867  0.122
C 0.340 2.315 4.627  -0.075
C 0.782 0.860 4.532  -0.408
C 1.653 0.617 3.302  -0.075
C -0.387 -0.125 4.572  -0.100
N -1.242 -0.041 3.388  -0.094
C -1.255 -0.796 2.293  -0.141
N -2.151 -0.314 1.467  -0.033
N -2.703 0.748 2.095  -0.013
N -2.164 0.922 3.244  0.072
H 1.213 2.966 4.684  0.082
H -0.271 2.494 5.513  0.083
H -0.244 2.612 3.755  0.067
H 1.369 0.620 5.425  0.139
H 1.106 0.818 2.377  0.064
H 2.013 -0.414 3.265  0.075
H 2.526 1.271 3.316  0.086
H -1.026 0.026 5.440  0.132
H -0.009 -1.148 4.595  0.130
H -0.595 -1.624 2.091  0.129
N -0.416 -6.313 -2.085  0.173
C -0.580 -5.019 -1.762  -0.484
N 0.361 -4.410 -1.033  0.198
N -1.676 -4.438 -2.201  0.130
C -1.945 -3.206 -1.913  -0.293
N -2.253 -2.115 -1.673  0.099
H 0.361 -6.856 -1.760  0.110
H -1.142 -6.758 -2.618  0.115
H 1.202 -4.894 -0.775  0.118
H 0.292 -3.415 -0.822  -0.044

Cartesian forces, eV/Å:
-1.21 1.01 -0.44
0.00 -0.01 -0.01
0.02 0.00 0.03
-0.05 0.00 -0.03
0.04 -0.01 -0.02
0.12 0.09 0.25
-0.02 -0.04 -0.04
0.04 0.00 0.04
0.61 0.65 -0.79
0.07 2.06 1.05
0.14 -0.39 0.12
-0.87 -0.50 -0.77
0.00 -0.25 0.25
0.11 0.15 -0.03
-0.02 -0.09 0.02
-0.02 0.01 0.04
0.02 0.10 -0.03
0.03 0.03 0.01
0.02 -0.08 0.04
-0.06 0.01 0.13
0.14 -0.55 -0.15
-0.03 -0.02 0.00
-0.01 0.00 0.00
-0.02 0.00 0.01
-0.01 0.00 0.00
-0.01 0.00 0.00
-0.01 0.00 0.00
-0.02 0.01 0.00
-0.01 0.01 0.00
0.00 0.03 0.01
0.00 0.00 0.00
-0.01 0.00 -0.01
0.01 -0.01 -0.02
-0.01 -0.01 -0.01
-0.07 -0.03 -0.02
0.01 -0.05 0.05
-0.03 0.03 -0.07
-0.02 -0.01 0.00
-0.01 -0.01 -0.04
-0.01 -0.03 0.04
0.56 0.16 0.21
0.16 -0.06 -0.19
0.00 -0.01 0.00
0.01 0.00 0.00
0.02 0.05 0.03
0.03 0.04 0.05
-0.02 0.02 -0.01
0.06 -0.03 0.02
0.02 0.00 0.00
-0.05 -0.03 -0.15
-0.05 0.06 0.24
0.17 0.03 -0.24
-0.29 -0.19 0.68
0.04 -0.05 -0.01
0.01 -0.03 0.01
0.00 0.00 0.00
-0.01 -0.02 0.00
0.00 -0.01 -0.01
0.02 0.02 -0.01
0.00 0.01 -0.01
-0.02 -0.01 0.01
-0.01 0.01 0.01
0.03 0.06 0.01
-0.03 -0.01 0.04
-0.02 -0.02 0.03
-0.19 -0.10 -0.13
1.06 -0.25 0.45
-0.67 -2.10 -1.01
-0.73 0.37 -0.27
0.36 -0.46 0.03
0.60 0.75 0.53
0.00 0.05 -0.01
0.02 -0.04 0.00
-0.01 -0.14 -0.04
0.05 -0.17 0.08

=====

Q: Among the records above, which one has the lowest charge?
A: C28H31BrN2O8

=====

Q: charge of number 3 (C28H31ClN11O2PdS)?
A: +1

=====

Q: The lowest charge belongs to which entry?
A: C28H31BrN2O8

=====

Q: Which formula does entry 3 have?
A: C28H31ClN11O2PdS